Entry 1:
The following is a DFT calculation (ωB97M-V/def2-TZVPD) of a single C24H29N3O6S molecule at a distorted geometry.

Cartesian coordinates (Å):
C: 5.582 -2.060 1.128
C: 5.585 -3.101 0.012
O: 4.585 -4.089 0.178
C: 3.282 -3.764 -0.040
C: 2.347 -4.739 0.301
C: 0.994 -4.521 0.121
C: 0.540 -3.321 -0.403
O: -0.780 -3.001 -0.644
C: -1.768 -3.524 0.225
C: -1.623 -3.014 1.654
C: 1.482 -2.343 -0.753
N: 0.968 -1.141 -1.253
C: 1.530 0.081 -1.175
O: 2.705 0.334 -1.020
C: 0.501 1.197 -1.411
N: -0.723 0.904 -0.697
C: -1.919 1.517 -1.128
C: -1.936 2.742 -1.785
C: -3.140 3.300 -2.179
C: -4.346 2.664 -1.918
C: -5.651 3.266 -2.337
C: -4.315 1.436 -1.264
C: -3.120 0.860 -0.881
S: -0.511 0.845 0.977
O: 0.595 -0.012 1.256
O: -1.775 0.530 1.572
C: -0.082 2.503 1.403
C: 1.214 3.067 1.610
C: 2.521 2.380 1.588
N: 1.090 4.338 1.879
O: -0.236 4.646 1.866
C: -0.948 3.550 1.586
C: -2.424 3.622 1.551
C: 2.838 -2.564 -0.585
H: 4.658 -1.487 1.123
H: 5.679 -2.553 2.092
H: 6.418 -1.379 0.992
H: 5.494 -2.618 -0.968
H: 6.521 -3.667 0.032
H: 2.700 -5.670 0.715
H: 0.298 -5.296 0.402
H: -1.760 -4.621 0.202
H: -2.711 -3.181 -0.210
H: -2.432 -3.404 2.266
H: -1.654 -1.926 1.674
H: -0.673 -3.335 2.074
H: -0.046 -1.162 -1.298
H: 0.278 1.239 -2.481
H: 0.956 2.150 -1.110
H: -1.016 3.267 -1.989
H: -3.137 4.251 -2.691
H: -6.344 3.297 -1.498
H: -5.512 4.276 -2.716
H: -6.108 2.664 -3.122
H: -5.242 0.921 -1.061
H: -3.102 -0.090 -0.374
H: 3.303 3.081 1.864
H: 2.734 1.959 0.606
H: 2.499 1.545 2.286
H: -2.764 4.049 0.607
H: -2.829 2.619 1.652
H: -2.778 4.258 2.359
H: 3.513 -1.773 -0.861

The calculation puts the LUMO energy at 0.570 eV. The HOMO energy is -7.66 eV. The value obtained for the largest force on an atom is 1.369 eV/Å. For the relative energy (zero: lowest compared OMol25 entry of this formula, charge and spin), the calculation gives 224.4 kJ/mol. The frontier orbital gap is 8.23 eV. The calculated total energy is -1945.8058 a.u.

Computed Mulliken charges, given in elementary charges: -0.8191, -0.4016, -0.4746, 0.3433, -0.9444, -0.4603, 0.6454, -0.5371, -0.5457, -0.7029, -0.6043, -0.0338, -0.0524, -0.7159, -0.6710, 0.8585, -0.2026, -0.1985, -1.2243, 1.2068, -1.5290, -1.1012, -0.1824, 1.6659, -0.6050, -0.7394, 0.6639, 0.1468, -0.8461, -0.8114, -0.1771, -0.1209, -1.2853, 0.2763, 0.1457, 0.3128, 0.3493, 0.3255, 0.3163, 0.4563, 0.2896, 0.3767, 0.3849, 0.4461, 0.0088, 0.3107, 0.4249, 0.5500, 0.4309, 0.3953, 0.2780, 0.3564, 0.3504, 0.3348, 0.4174, 0.5361, 0.4354, 0.0657, 0.2851, 0.2240, 0.2532, 0.5060, 0.6132


Entry 2:
The following is a DFT calculation (ωB97M-V/def2-TZVPD) of a single C7H14 molecule at a distorted geometry.

Cartesian coordinates (Å):
C: -1.684 0.132 0.267
C: -1.062 -1.218 -0.173
C: 0.270 -1.543 0.538
C: 1.545 -0.876 0.021
C: 1.444 0.563 -0.536
C: 0.473 1.558 0.125
C: -1.003 1.399 -0.262
H: -1.709 0.182 1.366
H: -2.736 0.162 -0.051
H: -1.796 -2.000 0.059
H: -0.962 -1.205 -1.269
H: 0.116 -1.295 1.595
H: 0.609 -2.591 0.597
H: 2.237 -1.080 0.855
H: 1.977 -1.476 -0.789
H: 2.447 1.006 -0.559
H: 1.149 0.485 -1.595
H: 0.570 1.508 1.217
H: 0.778 2.575 -0.163
H: -1.106 1.442 -1.358
H: -1.557 2.274 0.114

The calculation puts the LUMO energy at 1.193 eV. The HOMO energy is -10.49 eV. The value obtained for the largest force on an atom is 1.054 eV/Å. For the relative energy (zero: lowest compared OMol25 entry of this formula, charge and spin), the calculation gives 22.8 kJ/mol. The frontier orbital gap is 11.68 eV. The calculated total energy is -275.1075 a.u.

Computed Mulliken charges, given in elementary charges: -0.6405, -0.6710, -0.5966, -0.6553, -0.6221, -0.6795, -0.6273, 0.3272, 0.3090, 0.3201, 0.3062, 0.3250, 0.3553, 0.2963, 0.3219, 0.3683, 0.2927, 0.2992, 0.3422, 0.3187, 0.3103


Entry 3:
The following is a DFT calculation (ωB97M-V/def2-TZVPD) of a molecular structure, C20H46MoNO6Si4 at a distorted geometry.

Cartesian coordinates (Å):
Mo: 0.919 0.283 0.178
O: 1.552 0.984 4.074
C: 1.420 0.919 2.807
O: 0.775 0.073 2.138
C: 2.013 2.123 2.075
C: 0.895 2.826 1.300
C: 1.292 4.282 1.018
C: 2.375 4.111 -0.059
C: 2.424 2.585 -0.220
O: 1.018 2.309 -0.042
C: 3.087 1.954 1.006
C: 3.618 0.573 0.620
O: 4.881 0.461 0.762
O: 2.820 -0.249 0.103
H: 2.388 2.803 2.854
H: -0.118 2.711 1.693
H: 0.446 4.836 0.596
H: 1.646 4.816 1.904
H: 2.038 4.585 -0.989
H: 3.336 4.551 0.222
H: 2.786 2.254 -1.197
H: 3.966 2.554 1.284
C: 0.124 -2.694 2.960
Si: -1.408 -1.814 2.373
C: -2.871 -2.964 2.531
C: -1.713 -0.291 3.398
Si: -1.167 -1.233 0.178
Si: -2.813 0.123 -0.635
C: -4.419 -0.831 -0.653
C: -2.397 0.652 -2.371
C: -3.003 1.612 0.467
Si: -0.578 -2.952 -1.203
C: 0.883 -3.861 -0.495
C: -0.170 -2.288 -2.894
C: -2.023 -4.128 -1.344
H: 0.100 -2.819 4.047
H: 1.030 -2.132 2.711
H: 0.207 -3.691 2.521
H: -3.016 -3.254 3.577
H: -2.724 -3.879 1.951
H: -3.793 -2.486 2.189
H: -1.646 -0.528 4.465
H: -2.711 0.119 3.219
H: -0.977 0.490 3.186
H: -4.348 -1.720 -1.286
H: -5.228 -0.207 -1.047
H: -4.706 -1.149 0.353
H: -2.495 -0.178 -3.076
H: -1.378 1.043 -2.437
H: -3.078 1.442 -2.703
H: -3.452 1.345 1.427
H: -3.658 2.353 -0.002
H: -2.040 2.094 0.659
H: 1.687 -3.173 -0.217
H: 1.288 -4.565 -1.229
H: 0.604 -4.440 0.389
H: 0.540 -1.457 -2.838
H: -1.065 -1.940 -3.416
H: 0.283 -3.070 -3.513
H: -2.300 -4.538 -0.368
H: -1.767 -4.969 -1.996
H: -2.900 -3.634 -1.769
C: 2.076 1.952 -2.952
C: 2.154 0.665 -2.114
C: 2.818 -0.446 -2.945
O: 0.919 0.283 -1.841
H: 3.081 2.276 -3.246
H: 1.621 2.773 -2.384
H: 1.494 1.818 -3.874
H: 2.852 0.883 -1.293
H: 2.265 -0.670 -3.866
H: 2.907 -1.377 -2.372
H: 3.832 -0.147 -3.239
N: -0.785 1.521 0.178
H: -0.486 2.521 0.207
H: -1.369 1.306 1.017
H: -1.340 1.346 -0.689
H: 1.480 -1.444 0.178

The calculation puts the LUMO energy (alpha / beta) at 2.386 / 2.381 eV. The HOMO energy (alpha / beta) is -3.60 / -4.31 eV. The value obtained for the largest force on an atom is 7.304 eV/Å. Its expectation value of S² is 2.03. Its spin multiplicity is 3. The frontier orbital gap (alpha / beta) is 5.99 / 6.69 eV. As for the net charge: -1. The calculated total energy is -2521.8561 a.u.

Computed Mulliken charges, given in elementary charges: -1.6546, -0.8481, 0.0283, -0.4274, 0.0103, -0.4414, -0.9989, -0.6943, -1.2968, -0.4576, 0.3338, 0.4084, -0.8937, -0.8315, 0.5992, 0.7496, 0.3527, 0.3922, 0.2887, 0.3910, 1.4353, 0.7239, -1.2136, 0.7933, -1.2788, -1.0990, 0.7338, 0.1281, -1.2377, -1.2529, -1.4165, 1.5783, -1.1577, -0.7772, -1.3214, 0.4968, 0.1651, 0.2982, 0.3963, 0.2396, 0.2445, 0.4523, 0.3243, 0.1232, 0.2651, 0.4088, 0.2502, 0.2762, 0.2723, 0.4753, 0.2642, 0.5946, 0.5982, 0.4931, 0.4688, 0.2690, -0.1396, 0.2380, 0.4961, 0.2318, 0.4160, 0.2239, -1.8062, 2.0536, -2.1562, 0.1934, 0.3304, 0.4060, 0.4074, -0.5103, 0.4161, 0.3752, 0.3686, 1.0817, 0.4398, -0.6230, -0.5771, 0.1110


Entry 4:
The following is a DFT calculation (ωB97M-V/def2-TZVPD) of a single C28H52BFO8S molecule at a distorted geometry.

Cartesian coordinates (Å):
C: 1.884 -4.958 1.128
C: 2.850 -3.789 1.599
C: 3.557 -2.978 0.379
C: 2.410 -2.303 -0.518
C: 1.926 -3.239 -1.743
C: 2.792 -0.810 -1.039
B: 4.337 -0.906 -1.619
O: 4.808 -2.078 -2.349
C: 5.471 0.238 -1.402
C: 6.063 0.241 0.104
O: 1.979 -0.650 -2.274
S: 1.689 0.934 -2.639
O: 2.882 1.750 -3.031
O: 0.759 0.927 -3.838
C: 0.682 1.748 -1.273
C: 1.016 3.294 -1.363
C: 0.571 3.930 -2.787
C: -1.010 3.986 -2.963
O: -1.474 4.245 -4.078
O: -1.877 3.776 -1.851
C: 1.080 0.991 0.077
C: -0.060 -0.094 0.490
C: -0.722 -0.921 -0.679
C: -2.339 -0.817 -0.506
C: -2.920 -2.036 0.351
C: -3.296 -1.644 1.855
C: -4.317 -0.402 1.940
C: -5.455 -0.411 0.825
C: -6.430 -1.679 0.987
O: -7.592 -1.559 0.133
C: -8.549 -0.675 0.663
C: -9.390 0.207 -0.385
O: -8.815 -0.535 1.864
C: 0.943 2.059 1.303
C: 2.255 2.877 1.655
C: 1.753 4.390 2.026
C: 3.004 2.380 3.008
C: 2.564 0.329 0.042
F: 2.769 -0.192 1.360
H: 2.333 -5.656 0.356
H: 0.949 -4.459 0.683
H: 1.499 -5.513 2.056
H: 2.360 -2.992 2.248
H: 3.701 -4.242 2.201
H: 4.183 -3.705 -0.235
H: 4.202 -2.209 0.941
H: 1.496 -2.281 0.179
H: 1.938 -4.343 -1.498
H: 2.521 -3.093 -2.693
H: 0.846 -2.954 -1.993
H: 5.070 -1.711 -3.218
H: 6.373 0.079 -2.092
H: 5.056 1.275 -1.626
H: 5.312 -0.173 0.850
H: 7.021 -0.384 0.091
H: 6.364 1.302 0.415
H: -0.419 1.626 -1.573
H: 2.140 3.441 -1.246
H: 0.473 3.943 -0.590
H: 0.907 5.027 -2.725
H: 1.116 3.478 -3.668
H: -2.683 4.276 -2.103
H: 0.363 -0.833 1.262
H: -0.893 0.459 1.055
H: -0.512 -0.622 -1.745
H: -0.507 -2.045 -0.590
H: -2.672 0.210 -0.156
H: -2.759 -0.942 -1.569
H: -3.882 -2.401 -0.161
H: -2.226 -2.950 0.344
H: -3.773 -2.554 2.335
H: -2.314 -1.335 2.365
H: -4.750 -0.365 2.988
H: -3.691 0.535 1.764
H: -5.057 -0.306 -0.243
H: -6.109 0.514 0.998
H: -5.879 -2.618 0.665
H: -6.666 -1.798 2.091
H: -9.262 -0.159 -1.449
H: -10.474 0.106 -0.068
H: -9.069 1.296 -0.253
H: 0.667 1.453 2.240
H: 0.014 2.701 1.099
H: 2.991 3.034 0.805
H: 0.755 4.650 1.555
H: 1.703 4.556 3.154
H: 2.514 5.125 1.580
H: 2.389 1.607 3.574
H: 3.988 1.877 2.694
H: 3.310 3.250 3.674
H: 3.247 1.199 -0.219

The calculation puts the LUMO energy at 0.325 eV. The HOMO energy is -10.00 eV. The value obtained for the largest force on an atom is 6.856 eV/Å. The frontier orbital gap is 10.32 eV. The calculated total energy is -2222.7490 a.u.

Computed Mulliken charges, given in elementary charges: -0.9137, -0.4851, -0.2412, 0.3687, -1.3352, 0.8356, 0.6657, -0.7641, -0.2256, -0.7707, -0.5325, 1.5237, -0.6604, -0.7481, -0.7765, -0.1757, -0.6192, 0.4762, -0.5743, -0.4214, 3.0552, -2.2183, 0.3177, -1.1241, -0.6506, -0.5667, -0.7544, -0.1877, -0.4884, -0.3661, 0.6741, -0.8679, -0.5364, -2.7114, 1.0458, -1.4906, -1.2584, -0.5361, -0.5155, 0.2402, 0.1040, 0.3577, 0.1685, 0.4920, 0.4109, -0.0752, -0.4634, 0.3866, 0.2141, 0.2150, 0.3069, 0.4304, 0.0884, 0.1191, 0.3281, 0.2648, 0.2953, 0.3322, 0.0532, 0.4588, 0.3410, 0.3402, 0.1498, 0.6937, 0.4257, -0.0882, 0.3999, 0.3598, 0.2638, 0.3339, 0.3645, 0.1999, 0.4554, 0.2391, 0.0683, 0.4634, 0.2135, 0.3015, 0.2820, 0.3066, 0.2370, 0.4781, 0.5837, 0.2664, 0.3153, 0.4265, 0.2945, 0.2125, 0.1694, 0.4440, 0.2850


| no. | molecular weight (g mol⁻¹) |
| --- | --- |
| 1 | 487.6 |
| 2 | 98.2 |
| 3 | 604.9 |
| 4 | 578.6 |